ORCA calculation (ωB97M-V/def2-TZVPD) on a molecular structure, C38H40CaN10O8S.

```
98
Properties=species:S:1:pos:R:3
Ca 0.7920 -0.6871 0.1357
O 2.9563 -3.5793 -2.8009
C 2.2221 -3.0323 -1.7869
O 2.3991 -1.6334 -1.6024
C 1.5639 -3.7178 -0.8312
C 1.4858 -5.1705 -0.8298
C 0.8434 -5.8127 0.1683
C 0.2311 -5.0827 1.2350
C 0.3203 -3.7169 1.1620
N 0.9206 -3.0294 0.1885
C -0.2942 -2.8179 2.1910
O -0.7207 -3.3508 3.3326
O -0.4177 -1.6181 2.0249
H 3.8730 -3.7043 -2.5157
H 1.9434 -5.7185 -1.6415
H 0.7889 -6.8939 0.1612
H -0.3082 -5.6112 2.0091
H -0.4786 -4.2865 3.3639
N 2.9772 2.7595 -6.6446
C 2.9093 1.9813 -5.8015
C 2.8136 1.0067 -4.7494
C 2.0455 -0.1424 -4.9335
C 1.9247 -1.0698 -3.9155
C 2.5651 -0.8341 -2.7056
C 3.3777 0.2778 -2.5325
C 3.4923 1.2059 -3.5494
H 1.5460 -0.3046 -5.8791
H 1.3606 -1.9793 -4.0560
H 3.8996 0.4027 -1.5924
H 4.1082 2.0855 -3.4197
N -1.7215 0.5231 0.6797
C -2.0388 0.7643 1.7680
N -2.4618 1.0208 2.9867
C -3.2000 2.2582 3.2574
C -4.1354 2.0004 4.4249
O -3.4225 1.5240 5.5473
C -2.7929 0.2842 5.2651
C -1.7772 0.4296 4.1511
H -3.7612 2.5383 2.3667
H -2.5013 3.0610 3.5118
H -4.9020 1.2729 4.1277
H -4.6244 2.9252 4.7269
H -3.5485 -0.4621 4.9887
H -2.2998 -0.0347 6.1813
H -1.3640 -0.5332 3.8588
H -0.9612 1.0872 4.4653
O 4.2265 1.1230 5.4868
S 4.3682 1.6010 4.1411
O 5.5951 2.2482 3.7702
N 3.9863 0.4328 3.0641
C 2.8911 0.7156 2.4131
O 2.3590 -0.0128 1.5268
C 2.2695 2.0471 2.7668
C 1.1732 2.6781 2.2066
C 0.8413 3.9493 2.6636
C 1.5839 4.5667 3.6665
C 2.6883 3.9320 4.2251
C 3.0064 2.6782 3.7461
H 0.5967 2.2134 1.4160
H 0.0043 4.4772 2.2230
H 1.3055 5.5570 4.0034
H 3.2846 4.4064 4.9927
C -2.0384 -0.8206 -2.3364
N -1.4295 -1.9259 -1.5688
C -2.4406 -2.4158 -0.6077
N -3.6756 -2.8409 -1.2646
C -4.2086 -1.7071 -2.0235
N -3.2610 -1.2183 -3.0305
C -2.9378 -2.3278 -3.9303
N -2.3726 -3.4704 -3.2127
C -1.1671 -3.0307 -2.5137
C -3.3460 -3.9087 -2.2111
H -1.3091 -0.4674 -3.0722
H -2.2782 -0.0159 -1.6430
H -2.6628 -1.6194 0.1010
H -2.0175 -3.2693 -0.0733
H -4.4385 -0.8939 -1.3317
H -5.1290 -2.0156 -2.5230
H -2.2167 -1.9816 -4.6744
H -3.8459 -2.6447 -4.4468
H -0.4311 -2.7040 -3.2456
H -0.7528 -3.8738 -1.9601
H -2.9309 -4.7556 -1.6608
H -4.2579 -4.2315 -2.7174
C 1.0544 5.9025 -1.6840
C 0.9751 4.4286 -1.4196
C 2.0165 3.7420 -0.8075
C 1.9115 2.3780 -0.6125
N 0.8432 1.6599 -0.9780
C -0.1624 2.3218 -1.5565
C -0.1370 3.6823 -1.7967
H 1.7385 6.3917 -0.9925
H 0.0747 6.3715 -1.6010
H 1.4201 6.0795 -2.6976
H 2.9049 4.2609 -0.4713
H 2.7115 1.8326 -0.1265
H -1.0264 1.7347 -1.8380
H -0.9849 4.1549 -2.2758
```

## Properties
**HOMO**: -6.6 eV